[1]
Computed, not measured: C4H9NO2 in the gas phase at a distorted geometry, with ωB97M-V/def2-TZVPD.

Last column: Löwdin charge in e.
Atoms and positions in Å:
O -1.066426 -2.066219 -0.428537  -0.010
O -0.173453 2.017032 -0.928088  -0.073
N -0.260825 -0.970216 1.631198  0.021
C 0.653805 0.158886 1.371920  -0.171
C 0.609199 -0.219883 -0.125094  -0.219
C -0.759523 -0.821591 0.169445  -0.354
C 0.659391 0.905589 -1.212551  -0.217
H 1.350549 -0.987497 -0.389755  0.152
H 1.678356 1.296959 -1.288435  0.118
H -1.613228 -0.136170 0.125526  0.146
H 0.403202 0.494375 -2.194332  0.113
H -1.092687 1.779062 -1.131065  0.087
H -0.991481 -0.780369 2.312231  0.095
H -1.257752 -1.878040 -1.360439  0.094
H 0.222137 1.138967 1.609911  0.113
H 1.638734 0.069117 1.838063  0.105

Forces on the atoms, in the same order (eV/Å):
-0.1 0.6 -0.1
-0.5 -0.1 0.0
-1.3 0.0 -1.6
0.7 -0.2 -0.2
-0.2 2.0 -1.2
1.1 -1.5 2.0
0.3 -0.6 0.7
-0.4 0.1 0.3
-0.1 0.0 0.1
0.1 0.1 -0.2
0.0 -0.2 0.0
0.5 0.1 0.1
0.1 0.0 0.0
0.0 -0.2 0.3
0.1 -0.1 -0.3
-0.2 0.0 0.1

As for the SMILES: OC[C@H]1CN[C@@H]1O. The total energy is -9877.5307 eV. As for the gap between HOMO and LUMO: 0.3672 hartree. The energy above the lowest of the compared OMol25 structures with the same formula, charge and spin is 244.1 kJ/mol.

***

[2]
Computed, not measured: a 3-piece molecular cluster, C4H9NO2 overall, with ωB97M-V/def2-TZVPD.

Last column: Löwdin charge in e.
Atoms and positions in Å:
O 2.099059 -1.666854 1.392906  0.047
O -0.521863 2.077496 -0.940487  -0.058
N 1.115561 0.386564 1.475815  0.159
C -1.206629 -1.060037 0.399269  -0.013
C 0.065338 -1.402896 0.202038  -0.098
C -1.488104 1.384421 -1.154418  -0.165
C 1.198404 -0.917739 1.061904  -0.576
H 1.377486 0.872408 -1.559310  0.039
H 1.932248 0.723876 1.968156  0.112
H -1.554499 0.721682 -2.034498  0.090
H 1.880319 0.330718 -1.458236  0.060
H -2.372787 1.396426 -0.490155  0.086
H 0.638097 1.064554 0.895277  0.065
H -1.478208 -0.359665 1.183272  0.071
H -2.017257 -1.474738 -0.195438  0.069
H 0.344835 -2.125540 -0.558382  0.110

Forces on the atoms, in the same order (eV/Å):
-0.3 0.2 -0.1
-0.5 -0.3 0.0
0.1 0.0 0.0
0.3 0.0 0.0
-0.3 0.1 0.0
0.3 0.4 0.0
0.0 0.0 0.0
0.1 -0.1 0.0
-0.1 -0.1 -0.1
0.1 0.0 0.0
0.0 0.1 -0.1
0.1 0.0 0.0
0.0 -0.2 0.1
0.0 -0.1 0.0
0.2 0.0 0.1
0.0 0.0 0.1

As for the SMILES: C=CC(N)=O.[H][H].C=O. The total energy is -9877.0983 eV. As for the gap between HOMO and LUMO: 0.3706 hartree. The energy above the lowest of the compared OMol25 structures with the same formula, charge and spin is 285.8 kJ/mol.

***

[3]
Computed, not measured: C4H9NO2 as an isolated structure, with ωB97M-V/def2-TZVPD.

Last column: Löwdin charge in e.
Atoms and positions in Å:
O -1.731881 1.979529 -0.279684  -0.059
O 1.315841 -0.340351 0.808784  -0.184
N -2.068593 0.814054 0.126921  0.021
C -0.951574 0.044497 -0.075552  -0.395
C 2.083352 0.246874 -0.215618  -0.104
C 0.104593 0.299618 1.059746  -0.207
C -1.186195 -1.428487 -0.303021  -0.051
H 2.244240 1.319097 -0.028241  0.094
H 0.238717 1.378452 1.224329  0.121
H -0.698339 1.365454 -0.718696  0.209
H -0.275302 -0.160971 1.979461  0.133
H 3.048832 -0.264292 -0.219403  0.093
H -0.230820 -1.929370 -0.482387  0.078
H 1.602360 0.126438 -1.196147  0.087
H -1.837706 -1.595892 -1.164707  0.076
H -1.646584 -1.897059 0.577131  0.088

Forces on the atoms, in the same order (eV/Å):
0.2 0.1 -0.1
0.0 0.0 0.0
0.4 -0.2 -0.2
-0.3 -0.3 0.2
0.1 0.1 -0.2
-0.1 0.2 0.1
0.0 -0.1 0.0
0.0 -0.1 0.0
0.0 -0.2 0.0
-0.1 0.2 0.2
0.0 0.0 -0.1
-0.2 0.1 0.0
-0.1 0.1 0.0
0.1 0.0 0.1
0.1 0.0 0.1
0.1 0.0 -0.1

The total energy is -9873.4280 eV. As for the gap between HOMO and LUMO (spin up / spin down): 0.3095 / 0.3095 hartree. The energy above the lowest of the compared OMol25 structures with the same formula, charge and spin is 640.0 kJ/mol.

***

[4]
Computed, not measured: C4H9NO2 as an isolated structure at a distorted geometry, with ωB97M-V/def2-TZVPD.

Last column: Löwdin charge in e.
Atoms and positions in Å:
O 1.734716 0.292760 0.935766  -0.062
O -1.217234 0.830347 0.944554  -0.009
N -1.688729 -1.274844 1.406501  0.159
C 0.267411 1.060943 -0.787811  -0.065
C -1.258515 -0.322212 0.544902  -0.614
C 1.661746 0.656168 -0.435042  -0.324
C -0.742889 -0.588734 -0.816693  0.010
H 2.603569 -0.106082 1.072712  0.088
H 0.106989 1.309090 -1.822006  0.076
H -1.836233 -0.919225 2.339232  0.109
H 1.890589 -0.193074 -1.080424  0.107
H -0.482212 -1.683196 -1.002655  0.112
H -1.460242 -0.351166 -1.603416  0.081
H 2.355131 1.487877 -0.641744  0.118
H -1.971638 -2.204467 1.164625  0.094
H 0.037541 2.005817 -0.218501  0.120

Forces on the atoms, in the same order (eV/Å):
0.2 -0.2 0.0
-1.2 -0.2 1.3
0.0 -0.3 0.1
0.2 -1.3 -1.0
-0.5 0.7 0.7
0.2 -0.1 -0.7
0.3 1.7 0.2
-0.2 0.1 0.1
0.7 0.0 -0.6
-0.2 -0.3 -0.1
0.5 -0.1 0.1
0.8 1.7 0.2
-0.3 0.1 0.3
-0.1 -0.1 0.0
0.1 -0.1 -0.1
-0.7 -1.7 -0.3

The total energy is -9876.5507 eV. As for the gap between HOMO and LUMO: 0.3583 hartree. The energy above the lowest of the compared OMol25 structures with the same formula, charge and spin is 338.7 kJ/mol.

***

[5]
Computed, not measured: an isolated ion of composition C4H9NO2 and charge +1 at a distorted geometry, with ωB97M-V/def2-TZVPD.

Last column: Löwdin charge in e.
Atoms and positions in Å:
O -2.490117 -0.539081 -1.052687  0.381
O 2.112536 -0.204502 -1.161447  -0.043
N -1.650198 -0.877081 0.941969  0.280
C -0.683736 0.918199 -0.531752  -0.057
C -1.639865 -0.204746 -0.231293  -0.377
C 1.447586 -0.352512 0.084688  -0.248
C 0.585786 0.889062 0.311869  -0.145
H 0.298975 0.939080 1.353389  0.119
H 2.151049 -0.541482 0.883045  0.131
H 0.762671 -1.210986 -0.030935  0.107
H -0.412702 0.848916 -1.589184  0.152
H 2.967818 -0.655780 -1.106066  0.109
H 1.151862 1.774381 0.010436  0.144
H -1.274940 1.802099 -0.311733  0.156
H -0.783047 -1.287009 1.250584  0.135
H -2.543678 -1.298558 1.179115  0.158

Forces on the atoms, in the same order (eV/Å):
-0.9 0.1 -0.4
0.3 -0.1 0.3
-0.9 0.4 -0.6
0.5 -0.8 -0.6
1.1 0.0 0.8
-0.5 0.2 -1.2
0.1 -0.4 0.2
0.2 0.3 0.4
0.0 0.1 0.4
0.3 -0.2 0.3
-0.3 0.3 0.0
-0.3 0.2 -0.2
0.0 0.0 0.3
-0.1 0.3 -0.2
0.1 0.1 0.5
0.3 -0.5 0.0

Its multiplicity is 2. The total energy is -9869.5440 eV. As for the gap between HOMO and LUMO (spin up / spin down): 0.3589 / 0.1951 hartree. The energy above the lowest of the compared OMol25 structures with the same formula, charge and spin is 160.0 kJ/mol. Its net charge is +1.

***

[6]
Computed, not measured: an isolated ion of composition C4H9NO2P and charge -1 at a distorted geometry, with ωB97M-V/def2-TZVPD.

Last column: Löwdin charge in e.
Atoms and positions in Å:
P 1.905468 0.134348 -0.350660  0.515
O 2.501217 1.459240 -0.082963  -0.341
O 2.780999 -1.020836 -0.105338  -0.332
N 0.502883 0.049168 0.553807  -0.252
C -0.310593 1.262937 0.398288  -0.313
C -1.021115 -1.918432 -0.214164  -0.216
C -0.823367 1.400896 -1.030014  -0.122
C -0.093886 -1.271787 0.834902  -0.419
H -1.365131 -2.960030 0.198662  -0.020
H 0.847261 -1.848145 1.180481  0.087
H -0.703598 -1.895452 -1.266381  -0.060
H -1.473435 2.306259 -1.069559  0.069
H -1.088598 1.316684 1.241955  0.135
H 0.306780 2.061177 0.737626  0.072
H -0.592551 -1.107593 1.856833  0.099
H -1.404074 0.465273 -1.184606  0.048
H 0.031744 1.566297 -1.698872  0.051

Forces on the atoms, in the same order (eV/Å):
1.1 0.0 4.6
-0.2 1.3 -1.8
-0.1 -1.3 -1.5
-0.4 0.0 -1.5
-0.9 -0.5 1.6
-0.4 -0.6 1.8
-1.1 0.5 1.1
0.4 -0.9 1.2
0.6 1.8 -1.0
-1.0 0.4 -0.7
0.4 -0.3 0.4
0.2 -0.6 -0.3
0.4 -0.8 -1.5
0.8 0.9 -0.4
0.1 -0.2 -1.3
0.4 0.6 -0.5
-0.3 -0.3 0.0

The total energy is -19166.3763 eV. As for the gap between HOMO and LUMO (spin up / spin down): 0.1538 / 0.1388 hartree. The energy above the lowest of the compared OMol25 structures with the same formula, charge and spin is 405.7 kJ/mol. Its net charge is -1.

***

[7]
Computed, not measured: C4H9NO2S in the gas phase at a distorted geometry, with ωB97M-V/def2-TZVPD.

Last column: Löwdin charge in e.
Atoms and positions in Å:
S -1.958136 0.615314 -1.772396  0.739
O -2.369922 -2.158026 0.047584  0.097
O -0.295037 -2.612414 -0.687222  0.100
N 0.467338 -0.029636 -0.633623  -0.111
C 1.339415 0.857024 1.603321  -0.106
C 1.221902 1.028194 0.084613  -0.283
C -0.981232 -0.310450 -0.420235  -0.538
C -1.313287 -1.746534 -0.378701  -0.553
H 2.067909 1.675169 1.933364  0.088
H 0.332111 0.952474 2.059559  0.061
H 0.655452 -0.030426 -1.678678  0.129
H -1.299474 0.152316 0.570865  0.138
H 2.175484 1.123392 -0.328533  0.082
H 1.858030 -0.125370 2.028664  0.112
H 0.854049 2.042935 -0.160317  0.114
H -3.213278 0.625181 -1.330882  -0.155
H 0.458676 -2.059143 -0.937385  0.083

Forces on the atoms, in the same order (eV/Å):
1.0 -0.3 0.2
0.9 0.5 -0.8
-1.2 0.8 -0.1
-0.4 -0.8 -1.7
1.4 -0.6 0.9
-1.8 0.1 0.3
0.7 3.5 0.8
-0.3 -2.6 1.0
-1.4 -0.8 -0.1
0.8 0.1 0.1
-0.2 0.3 1.8
0.4 -0.7 -1.3
1.7 -0.7 -0.8
-1.3 1.8 -1.4
-0.6 -0.3 0.5
-0.1 -0.3 0.4
0.3 0.1 0.2

As for the SMILES: CCN[C@@H](S)C(=O)O. The total energy is -20713.6018 eV. As for the gap between HOMO and LUMO: 0.3762 hartree. The energy above the lowest of the compared OMol25 structures with the same formula, charge and spin is 138.1 kJ/mol.